# 1
{
  "formula": "C7H6Br3NO2",
  "method": "ωB97M-V/def2-TZVPD",
  "lumo_energy_ha": -0.017,
  "multiplicity": 1,
  "gap_ev": 9.7,
  "relative_energy_ev": 0.000,
  "homo_energy_ha": -0.375,
  "symbols": ["C", "Br", "Br", "Br", "H", "C", "C", "C", "C", "C", "C", "N", "O", "O", "H", "H", "H", "H", "H"],
  "xyz": [[1.39, 3.95, -2.78], [1.95, 5.68, -2.17], [0.34, 3.05, -1.45], [2.89, 2.87, -3.31], [0.78, 4.11, -3.66], [-1.16, 0.38, 1.09], [-0.99, -0.20, -0.16], [-0.53, -1.50, -0.26], [-0.24, -2.20, 0.90], [-0.40, -1.65, 2.15], [-0.87, -0.34, 2.24], [0.25, -3.58, 0.79], [0.45, -4.03, -0.33], [0.45, -4.18, 1.83], [-1.53, 1.39, 1.15], [-1.19, 0.36, -1.07], [-0.37, -2.01, -1.20], [-0.17, -2.22, 3.04], [-1.02, 0.12, 3.20]],
  "nbo_charge": [-0.501, 0.097, 0.085, 0.093, 0.226, -0.184, -0.210, -0.211, 0.085, -0.210, -0.208, 0.518, -0.376, -0.372, 0.219, 0.225, 0.251, 0.250, 0.223]
}

# 2
{
  "formula": "C7H6BrCl",
  "method": "ωB97M-V/def2-TZVPD",
  "lumo_energy_ha": 0.018,
  "multiplicity": 1,
  "gap_ev": 9.3,
  "smiles": "Cl/C=C/[C@@H]1C=CC(Br)=C1",
  "relative_energy_ev": 2.845,
  "homo_energy_ha": -0.324,
  "symbols": ["Cl", "C", "C", "C", "C", "C", "C", "Br", "C", "H", "H", "H", "H", "H", "H"],
  "xyz": [[3.43, 1.04, -0.41], [1.96, 0.27, -0.28], [0.93, 0.57, -1.11], [-0.52, 0.04, -0.93], [-1.23, 0.90, 0.00], [-1.45, 0.36, 1.20], [-0.79, -0.98, 1.08], [-0.65, -2.31, 2.50], [-0.37, -1.27, -0.19], [1.75, -0.64, 0.37], [0.95, 1.43, -1.63], [-0.97, -0.04, -1.98], [-1.50, 1.95, -0.26], [-1.79, 0.76, 2.05], [0.23, -2.08, -0.41]],
  "nbo_charge": [0.058, -0.264, -0.168, -0.331, -0.136, -0.250, -0.059, 0.030, -0.236, 0.232, 0.194, 0.255, 0.221, 0.224, 0.229]
}

# 3
{
  "formula": "C7H6CdF9O13S3",
  "method": "ωB97M-V/def2-TZVPD",
  "lumo_energy_ha": [0.160, 0.020],
  "multiplicity": 2,
  "gap_ev": [8.0, 4.2],
  "total_charge": -2,
  "s2": 0.76,
  "homo_energy_ha": [-0.135, -0.134],
  "symbols": ["Cd", "C", "C", "O", "O", "H", "H", "H", "C", "C", "O", "O", "H", "H", "H", "C", "F", "F", "F", "S", "O", "O", "O", "C", "F", "F", "F", "S", "O", "O", "O", "C", "F", "F", "F", "S", "O", "O", "O"],
  "xyz": [[-0.50, 0.10, -0.29], [-4.44, -0.12, -0.25], [-2.99, 0.08, -0.46], [-2.43, 1.04, 0.07], [-2.34, -0.74, -1.10], [-5.02, 0.57, -0.86], [-4.95, 0.05, 0.70], [-4.84, -1.09, -0.55], [0.34, -2.20, 3.51], [-0.75, -1.58, 2.70], [-0.59, -1.13, 1.48], [-1.85, -1.47, 3.32], [0.94, -2.92, 2.96], [0.03, -2.92, 4.28], [0.96, -1.37, 3.83], [1.36, 3.93, 1.48], [2.58, 3.80, 1.09], [1.39, 4.68, 2.61], [0.71, 4.49, 0.57], [0.74, 2.23, 2.00], [0.62, 1.42, 0.78], [1.66, 1.70, 3.00], [-0.58, 2.58, 2.48], [0.79, -3.87, -0.63], [1.32, -3.36, 0.43], [1.22, -5.04, -0.90], [-0.56, -3.88, -0.43], [1.16, -2.59, -1.95], [0.46, -3.07, -3.14], [0.63, -1.28, -1.44], [2.59, -2.69, -2.07], [2.43, 1.53, -3.03], [3.18, 1.99, -2.09], [2.90, 1.87, -4.20], [2.55, 0.21, -2.93], [0.61, 2.17, -2.79], [0.00, 1.29, -1.77], [0.83, 3.57, -2.34], [-0.13, 2.00, -4.08]],
  "nbo_charge": [1.789, -0.719, 0.739, -0.781, -0.777, 0.218, 0.212, 0.204, -0.741, 0.757, -0.641, -0.154, 0.268, 0.229, 0.282, 0.730, -0.320, -0.353, -0.275, 2.326, -1.079, -0.988, -0.996, 0.710, -0.325, -0.301, -0.348, 2.324, -0.983, -1.054, -0.986, 0.742, -0.314, -0.328, -0.320, 2.273, -1.074, -0.974, -0.969]
}

# 4
{
  "formula": "C7H6Cl2N2Nd2O3",
  "method": "ωB97M-V/def2-TZVPD",
  "lumo_energy_ha": [-0.582, -0.553],
  "multiplicity": 7,
  "gap_ev": [5.3, 6.1],
  "total_charge": 4,
  "s2": 12.01,
  "homo_energy_ha": [-0.776, -0.776],
  "symbols": ["Nd", "Nd", "Cl", "Cl", "C", "C", "C", "O", "O", "O", "C", "C", "N", "C", "C", "N", "H", "H", "H", "H", "H", "H"],
  "xyz": [[0.19, -1.04, -5.09], [-0.54, -0.48, 0.37], [-0.84, 1.15, -4.52], [1.13, -1.88, -1.05], [-0.85, -2.38, 2.22], [-0.26, -0.37, -7.30], [0.49, -2.74, -6.98], [-0.93, -3.11, 3.13], [-0.40, -0.45, -8.47], [0.49, -3.15, -8.06], [-1.75, 0.93, 2.61], [-0.25, 1.18, 2.74], [0.65, 0.33, 2.17], [1.93, 0.70, 2.67], [1.74, 1.70, 3.56], [0.38, 2.00, 3.60], [-2.25, 0.86, 3.61], [-2.18, 1.74, 1.97], [-2.07, -0.11, 2.15], [2.82, 0.14, 2.41], [2.49, 2.25, 4.07], [0.01, 2.75, 4.20]],
  "lowdin_charge": [1.616, 1.670, -0.005, -0.202, 0.005, -0.110, -0.028, 0.194, 0.245, 0.228, -0.032, -0.388, -0.163, -0.031, 0.019, 0.181, 0.147, 0.114, 0.033, 0.141, 0.148, 0.218]
}

# 5
{
  "formula": "C7H6Cl2NP",
  "method": "ωB97M-V/def2-TZVPD",
  "lumo_energy_ha": [-0.046, -0.045],
  "multiplicity": 1,
  "gap_ev": [7.2, 7.1],
  "relative_energy_ev": 2.814,
  "homo_energy_ha": [-0.311, -0.307],
  "symbols": ["C", "C", "C", "C", "C", "C", "C", "N", "P", "Cl", "Cl", "H", "H", "H", "H", "H", "H"],
  "xyz": [[-0.48, -2.39, -0.63], [-0.12, -1.20, -0.10], [0.75, -0.24, -0.06], [-0.77, 1.87, -0.22], [0.38, 1.16, 0.38], [-2.36, -0.35, 0.35], [2.25, -0.37, -0.23], [-0.83, -3.38, -1.06], [-2.34, 1.15, -0.60], [-0.47, 3.44, -0.69], [-2.44, -0.37, 2.09], [0.31, 1.08, 1.62], [1.28, 1.73, 0.12], [-2.90, -1.10, -0.08], [2.68, -0.08, 0.68], [2.46, 0.41, -1.03], [2.59, -1.37, -0.54]],
  "nbo_charge": [0.179, -0.038, 0.046, -0.387, -0.525, -0.529, -0.626, -0.288, 0.660, 0.087, 0.025, 0.275, 0.235, 0.201, 0.227, 0.224, 0.236]
}

# 6
{
  "formula": "C7H6Cl2NP",
  "method": "ωB97M-V/def2-TZVPD",
  "lumo_energy_ha": [-0.016, -0.058],
  "multiplicity": 3,
  "gap_ev": [7.7, 7.6],
  "relative_energy_ev": 0.000,
  "s2": 2.08,
  "homo_energy_ha": [-0.297, -0.337],
  "symbols": ["C", "C", "C", "C", "C", "C", "C", "N", "P", "Cl", "Cl", "H", "H", "H", "H", "H", "H"],
  "xyz": [[1.77, 0.19, -1.60], [0.92, -0.35, -0.58], [0.05, 0.35, 0.28], [-2.07, -0.47, 0.19], [-0.93, -0.31, 1.08], [1.31, -1.68, -0.43], [0.07, 1.84, 0.31], [2.37, 0.71, -2.42], [-2.35, -1.92, -0.66], [-3.02, 0.93, -0.08], [1.36, -2.76, 0.96], [-0.58, -1.36, 1.36], [-1.12, 0.22, 1.91], [1.91, -2.08, -1.27], [-0.85, 2.25, 0.31], [0.53, 2.18, -0.57], [0.65, 2.25, 1.21]],
  "nbo_charge": [0.269, -0.260, 0.176, -0.485, -0.555, -0.137, -0.657, -0.289, 0.478, 0.037, 0.023, 0.253, 0.232, 0.223, 0.229, 0.231, 0.232]
}